(1)
# C3H9N2P

A 2-piece molecular cluster, C3H9N2P overall (wB97M-V/def2-TZVPD, OMol25).

Output
spin multiplicity = 3
Kohn-Sham gap (spin up / spin down) = 6.477 / 6.627 eV
charge = 0
calculated total energy = -570.32573 a.u.
strongest force on any atom = 0.0666 Eh/bohr

Atoms and positions in Å:
N1 1.023789 -0.507014 -0.381336
C1 2.482585 -0.737904 -0.540032
H1 -3.116663 1.363599 -0.839051
H2 2.874177 -1.767451 -0.357915
H3 -4.006829 0.139957 -0.318954
N2 -1.940387 0.146394 0.379317
H4 -0.616966 -1.012747 1.661646
H5 0.603576 -0.020422 -1.129785
P1 -1.168691 -1.270280 0.289345
H6 2.991596 -0.216441 -1.286934
C2 -2.927989 0.347452 -0.619058
H7 1.959348 1.224039 0.434922
C3 1.825855 0.124335 0.601817
H8 -2.774251 -0.317516 -1.587117
H9 1.678102 -0.110732 1.652519

Forces on the atoms, in the same order (eV/Å):
N 1.9 -1.9 -0.1
C -1.5 -0.7 3.0
H 0.8 1.4 -0.9
H -0.7 1.0 0.0
H 1.0 -0.8 0.2
N -0.5 -0.1 -2.0
H -0.2 -0.9 -1.1
H -0.3 1.1 -0.5
P 0.2 -0.9 3.1
H 0.7 0.9 -1.0
C -2.9 -0.8 -0.7
H 0.1 -1.0 0.4
C 1.2 1.7 -1.9
H 0.0 1.6 1.8
H 0.1 -0.6 -0.2

(2)
# C3H9N2S

An isolated ion of composition C3H9N2S and charge -1 (wB97M-V/def2-TZVPD, OMol25).

Output
structure (SMILES) = NCNCC[S-]
Kohn-Sham gap = 5.856 eV
charge = -1
calculated total energy = -627.41369 a.u.
strongest force on any atom = 0.0091 Eh/bohr

Atoms and positions in Å:
H1 1.030759 0.184524 -1.275303
N1 -2.419153 0.269136 0.315214
C1 -1.221486 1.028430 -0.122187
H2 -3.193106 0.518788 -0.297429
H3 -0.241872 0.091028 1.375614
H4 2.437405 0.135681 0.876450
H5 -1.087425 0.990474 -1.207656
H6 -1.403448 2.073327 0.139762
H7 0.230226 -1.244429 -0.641695
C2 0.799942 -0.346221 -0.350259
H8 -2.255677 -0.711160 0.095128
N2 -0.027584 0.542014 0.494167
C3 2.098356 -0.746359 0.339440
H9 1.857468 -1.517893 1.085737
S1 3.395596 -1.267341 -0.826982

Forces on the atoms, in the same order (eV/Å):
H 0.1 0.1 0.1
N -0.1 -0.1 -0.4
C -0.3 -0.1 0.1
H -0.1 0.1 0.2
H 0.0 0.1 0.0
H 0.1 0.1 0.2
H 0.1 0.0 0.0
H -0.1 0.1 0.1
H 0.1 -0.1 -0.1
C -0.3 0.0 0.0
H 0.1 0.0 0.1
N 0.4 0.0 -0.1
C -0.2 0.1 -0.2
H 0.2 0.0 0.0
S -0.1 -0.2 0.0

(3)
# C3H9N2S

An isolated ion of composition C3H9N2S and charge -1 (wB97M-V/def2-TZVPD, OMol25).

Output
structure (SMILES) = NC[C@H](N)C[S-]
Kohn-Sham gap = 6.358 eV
charge = -1
calculated total energy = -627.40286 a.u.
strongest force on any atom = 0.0535 Eh/bohr

Atoms and positions in Å:
H1 -0.333072 2.660031 -0.258010
S1 0.516081 -1.972419 -1.260631
H2 1.132608 1.842171 0.461536
H3 -1.736872 -0.881545 -0.030498
N1 -0.375492 2.085757 1.797525
N2 -1.283778 -0.262006 0.622041
H4 -1.112714 2.739365 1.989370
H5 -0.831789 0.635917 -1.136651
C1 -0.305589 0.488785 -0.177697
C2 0.030473 1.898003 0.416060
H6 1.375173 -0.658422 0.495916
H7 -0.480598 1.260847 2.357028
C3 0.956799 -0.404777 -0.516387
H8 1.763332 0.186699 -0.908374
H9 -0.887605 -0.655789 1.461715

Forces on the atoms, in the same order (eV/Å):
H 0.0 0.4 0.2
S 0.1 -0.2 -0.7
H -0.2 0.8 -0.5
H 0.3 -0.8 0.6
N 0.3 1.2 0.4
N -0.3 1.9 -0.4
H -0.3 -0.2 -0.3
H 0.2 0.0 0.1
C -0.3 -0.7 -0.8
C 1.1 -2.2 0.7
H -0.2 0.2 -0.3
H -0.2 -0.2 -0.3
C -0.9 0.2 2.6
H 0.3 0.4 -1.1
H 0.0 -0.7 -0.4

(4)
# C3H9N2S

An isolated ion of composition C3H9N2S and charge -1 (wB97M-V/def2-TZVPD, OMol25).

Output
structure (SMILES) = NCNCC[S-]
Kohn-Sham gap = 6.053 eV
charge = -1
calculated total energy = -627.40932 a.u.
strongest force on any atom = 0.0240 Eh/bohr

Atoms and positions in Å:
H1 0.007117 -0.154223 1.760372
N1 0.002042 0.610095 1.108069
H2 0.228513 0.965215 -0.930455
H3 -1.944195 -0.280623 -0.397771
N2 1.822574 1.144194 2.700772
C1 -1.019618 -0.810861 -0.632912
H4 1.280141 0.504802 3.270769
C2 1.004630 1.558338 1.520131
C3 0.131211 0.108906 -0.280331
H5 -0.903461 -1.728622 -0.053395
H6 1.070967 -0.454802 -0.349480
H7 1.723292 1.731277 0.707491
H8 2.590115 0.602616 2.348757
H9 0.595901 2.540798 1.781995
S1 -0.990860 -1.263560 -2.413027

Forces on the atoms, in the same order (eV/Å):
H -0.1 -0.4 0.0
N -0.3 0.5 -0.1
H -0.3 0.2 -0.4
H -0.1 -0.2 0.2
N -0.4 0.2 -0.5
C 0.3 0.3 -1.0
H -0.1 0.1 0.1
C 0.9 0.2 0.5
C 0.4 -0.5 1.1
H -0.3 0.0 0.3
H 0.1 0.0 -0.3
H -0.1 0.0 0.0
H 0.4 -0.4 0.0
H -0.3 -0.1 -0.1
S 0.0 0.0 0.1

(5)
# C3H9N2S

One molecule with the formula C3H9N2S (wB97M-V/def2-TZVPD, OMol25).

Output
spin multiplicity = 2
Kohn-Sham gap (spin up / spin down) = 10.096 / 6.878 eV
charge = 0
calculated total energy = -627.33224 a.u.
strongest force on any atom = 0.0683 Eh/bohr

Atoms and positions in Å:
S1 0.478410 -2.029069 -2.286076
H1 -1.243266 -0.476795 -0.403005
H2 1.713590 -0.375237 -1.134929
C1 -0.001422 1.078848 0.398462
C2 -0.213152 -0.366751 -0.167887
N1 0.314336 -1.228272 0.913809
H3 -1.134914 1.745038 1.992502
H4 -1.976306 0.909497 0.830210
N2 -1.271839 1.611691 0.999706
H5 1.305332 -1.353025 0.756916
H6 0.520024 0.330529 -2.136972
H7 0.163615 1.807700 -0.397349
H8 -0.122333 -2.142891 0.913766
C3 0.674181 -0.467245 -1.402861
H9 0.793743 0.955985 1.123714

Forces on the atoms, in the same order (eV/Å):
S 0.1 0.1 0.0
H -0.8 -0.7 -0.1
H 0.6 0.0 0.2
C -2.0 0.1 -0.6
C 2.8 1.8 1.0
N -1.2 -0.4 -0.4
H -0.4 -0.2 0.1
H -0.3 0.1 0.5
N 1.1 -0.4 0.0
H 0.1 -0.1 0.1
H -0.2 0.0 0.1
H 0.9 -0.3 0.0
H 0.2 0.0 -0.1
C -0.9 -0.7 -0.8
H 0.2 0.6 0.0

(6)
# C3H9N2S

A 2-piece molecular cluster, C3H9N2S overall (wB97M-V/def2-TZVPD, OMol25).

Output
Kohn-Sham gap = 8.265 eV
charge = +1
calculated total energy = -627.12157 a.u.
strongest force on any atom = 0.0572 Eh/bohr

Atoms and positions in Å:
C1 -0.349509 -0.144331 -0.339069
H1 0.798584 -2.458688 -0.668439
H2 2.398336 -2.017085 -0.198786
N1 -0.294464 1.925349 -0.343462
C2 1.089189 -0.477514 -0.124452
C3 -1.270953 -0.418990 0.778499
S1 2.202003 0.627384 0.387123
H3 -0.536398 2.245791 -1.276056
H4 -2.270535 -0.034628 0.595040
N2 1.433107 -1.749490 -0.334146
H5 0.697364 2.070199 -0.095027
H6 -0.719130 -0.267942 -1.349736
H7 -1.359630 -1.505278 0.884464
H8 -0.875146 -0.049091 1.723338
H9 -0.942821 2.254314 0.360713

Forces on the atoms, in the same order (eV/Å):
C 0.1 2.9 0.1
H 0.0 0.0 0.0
H 0.0 0.1 0.0
N -0.3 -2.9 -0.4
C 1.1 0.1 0.2
C -0.3 -0.2 0.3
S 0.1 -0.2 0.1
H 0.0 0.1 0.1
H 0.0 0.0 0.0
N -0.5 -0.1 -0.2
H -0.2 0.0 0.0
H 0.0 0.0 -0.1
H 0.0 -0.1 -0.1
H 0.0 0.0 0.0
H -0.1 0.1 0.0

(7)
# C3H9N3

A 2-piece molecular cluster, C3H9N3 overall (wB97M-V/def2-TZVPD, OMol25).

Output
structure (SMILES) = [H]/N=C/N.C=CN
Kohn-Sham gap = 9.599 eV
charge = 0
calculated total energy = -283.86519 a.u.
strongest force on any atom = 0.0659 Eh/bohr

Atoms and positions in Å:
H1 -1.196271 1.601522 0.559082
C1 -1.853158 1.237485 -0.252584
H2 1.283285 -0.513152 1.808941
H3 0.249164 0.321225 0.632596
N1 -1.670862 -1.157173 0.348683
H4 -2.976428 -0.409895 -1.004294
H5 -1.419312 -1.929942 -0.240244
H6 2.079503 1.428394 -0.290243
H7 -1.222092 -1.132216 1.243605
N2 2.616946 -0.413142 -0.836220
H8 -1.975632 1.899601 -1.091336
C2 2.066637 0.349217 0.014786
C3 -2.185611 -0.052606 -0.353091
N3 1.147450 0.087034 1.016796
H9 2.538023 -0.029308 -1.770275

Forces on the atoms, in the same order (eV/Å):
H -0.3 -0.3 -0.6
C 0.9 -0.3 0.6
H -0.2 -0.4 -0.4
H -0.3 -0.2 0.6
N -0.9 0.2 0.1
H 0.4 0.3 -0.8
H -0.1 -0.2 0.2
H -0.6 -0.4 0.5
H 0.2 0.4 -0.1
N -1.2 -2.0 1.0
H -0.9 0.3 0.2
C -0.4 1.7 -2.9
C 0.4 -0.6 0.5
N 1.3 0.4 0.9
H 1.6 0.8 0.2

(8)
# C3H9N3

A 2-piece molecular cluster, C3H9N3 overall (wB97M-V/def2-TZVPD, OMol25).

Output
Kohn-Sham gap = 11.958 eV
charge = +2
calculated total energy = -283.31102 a.u.
strongest force on any atom = 0.0847 Eh/bohr

Atoms and positions in Å:
N1 0.503266 -2.629951 -0.576937
H1 -1.119435 2.855170 -0.580393
H2 -0.779055 -3.746510 -1.658922
C1 0.272967 -3.710603 -1.353876
H3 0.180243 4.555061 0.355665
C2 -0.577152 2.684020 0.347064
N2 0.133975 3.656771 0.823655
C3 0.699211 -1.709492 0.072332
H4 0.668694 3.579259 1.679656
H5 0.903645 -3.662209 -2.250767
H6 0.507300 -4.627697 -0.799036
N3 -0.650486 1.477758 0.871563
H7 0.934019 -0.894456 0.707298
H8 -1.378005 0.851707 0.552466
H9 -0.299187 1.321171 1.810233

Forces on the atoms, in the same order (eV/Å):
N 0.7 3.5 2.5
H 0.0 0.1 0.1
H 0.1 0.1 0.1
C -0.5 -2.7 -1.9
H -0.1 -0.1 0.0
C 0.0 0.3 -0.6
N 0.1 0.1 0.1
C -0.2 -2.0 -1.2
H 0.0 0.0 0.0
H -0.1 0.0 0.2
H 0.0 0.2 0.0
N -0.1 -0.2 0.5
H 0.1 0.4 0.2
H 0.0 0.2 0.0
H -0.1 0.0 0.0

(9)
# C3H9N3O

One molecule with the formula C3H9N3O (wB97M-V/def2-TZVPD, OMol25).

Output
structure (SMILES) = C=N[C@@H](C)N(N)O
Kohn-Sham gap = 9.966 eV
charge = 0
calculated total energy = -359.05428 a.u.
strongest force on any atom = 0.0969 Eh/bohr

Atoms and positions in Å:
C1 -0.428990 0.317483 0.613763
H1 -1.346900 2.045768 -0.287616
N1 0.935898 1.277815 0.515775
H2 -2.396409 0.620301 -0.231682
N2 0.036582 -1.023722 0.455657
H3 -0.735081 0.499018 1.640829
H4 2.961424 1.547925 0.438372
H5 -1.091484 0.741030 -1.430914
C2 2.122212 0.843683 0.541736
O1 -1.546793 -1.575664 0.746160
C3 -1.372244 0.958157 -0.395760
H6 0.584277 -0.608547 -1.470386
N3 0.450039 -1.365813 -0.797466
H7 -1.727368 -1.944801 -0.134717
H8 1.141329 -2.110027 -0.793069
H9 2.413506 -0.222608 0.589318

Forces on the atoms, in the same order (eV/Å):
C 3.9 3.1 -0.7
H 0.1 -0.2 0.1
N -1.6 -0.6 0.2
H 0.2 -0.1 0.0
N -2.4 -1.2 0.6
H -0.1 -0.4 -0.1
H -0.4 0.0 0.2
H 0.0 0.0 0.1
C -0.4 -0.6 -0.3
O 1.9 -0.3 -0.9
C -0.1 -0.1 0.0
H -0.2 -0.4 0.4
N -0.5 0.2 0.0
H 0.0 0.0 0.2
H -0.1 0.5 0.1
H -0.2 0.3 0.1

(10)
# C3H9N3O

One molecule with the formula C3H9N3O (wB97M-V/def2-TZVPD, OMol25).

Output
structure (SMILES) = NC[C@@H](O)C1NN1
Kohn-Sham gap = 9.889 eV
charge = 0
calculated total energy = -359.13387 a.u.
strongest force on any atom = 0.0326 Eh/bohr

Atoms and positions in Å:
N1 -2.018014 -1.099183 0.288190
C1 1.026261 1.056498 -0.312108
H1 -0.057395 0.869297 1.540440
O1 -1.306201 1.503137 0.042820
H2 0.131265 -1.458131 0.791128
C2 -0.572793 -0.783557 0.301425
N2 -1.211587 -1.184017 -0.901650
H3 2.254325 -0.575000 -0.153170
H4 0.844137 0.841790 -1.375841
H5 -2.209071 -1.996983 0.733760
N3 2.183567 0.362958 0.232354
C3 -0.249199 0.689800 0.470825
H6 -2.029002 0.916754 -0.232408
H7 -0.993401 -2.131735 -1.208536
H8 3.037632 0.854516 -0.015236
H9 1.169476 2.133856 -0.201992

Forces on the atoms, in the same order (eV/Å):
N 0.2 0.1 1.0
C -0.5 0.0 0.0
H 0.0 -0.1 -0.1
O -0.2 0.0 -0.2
H -0.3 0.0 0.0
C -0.5 0.1 0.6
N 0.3 -0.1 -1.6
H 0.1 0.2 0.1
H 0.0 0.1 0.1
H 0.3 -0.1 -0.2
N 0.3 -0.2 0.0
C 0.5 0.0 -0.1
H 0.0 0.2 0.1
H 0.0 0.0 0.4
H -0.1 -0.2 0.1
H 0.0 -0.1 0.0

(11)
# C3H9N3O

One molecule with the formula C3H9N3O (wB97M-V/def2-TZVPD, OMol25).

Output
structure (SMILES) = NCNCC(N)=O
Kohn-Sham gap = 9.839 eV
charge = 0
calculated total energy = -359.19584 a.u.
strongest force on any atom = 0.0320 Eh/bohr

Atoms and positions in Å:
C1 0.328168 -0.190053 1.012036
H1 1.289466 0.321720 0.996631
O1 -0.279439 1.451073 2.655766
H2 0.336027 -1.173808 1.492038
N1 0.990085 -0.488673 -2.417000
H3 -2.202446 -0.552285 2.387534
H4 1.400144 0.912963 -0.910400
N2 -2.031338 0.237598 1.769282
H5 -2.114508 -0.146850 0.829097
H6 0.985498 -0.152396 -3.365002
C2 0.546051 0.428280 -1.411335
H7 -0.173007 -1.264834 -0.678376
N3 -0.209269 -0.306224 -0.348166
C3 -0.650168 0.591698 1.910729
H8 -0.083181 1.251961 -1.741000
H9 1.867924 -0.920173 -2.181832

Forces on the atoms, in the same order (eV/Å):
C -1.1 0.3 -0.3
H 0.2 -0.2 0.4
O 0.1 0.0 0.5
H 0.5 0.0 -0.1
N -0.5 -0.2 -0.3
H -0.3 0.3 0.3
H -0.1 0.0 0.0
N 0.6 -0.4 -0.2
H -0.1 0.0 0.0
H 0.0 0.1 0.0
C 0.2 0.4 1.6
H -0.2 0.0 0.2
N 0.6 -0.4 -0.6
C 0.0 0.2 -0.6
H 0.0 -0.2 -0.7
H 0.2 0.1 -0.1

(12)
# C3H9N3O

One molecule with the formula C3H9N3O (wB97M-V/def2-TZVPD, OMol25).

Output
structure (SMILES) = [H]/N=C/N(N)[C@@H](C)O
Kohn-Sham gap = 9.340 eV
charge = 0
calculated total energy = -359.08289 a.u.
strongest force on any atom = 0.1094 Eh/bohr

Atoms and positions in Å:
H1 0.697404 -1.886196 1.498637
H2 1.896525 -0.735574 -1.433697
O1 1.218665 -1.165312 1.111737
H3 0.958199 -2.025534 -1.196860
H4 -0.629376 -0.065820 2.613374
H5 -1.438255 0.865190 1.339041
H6 -1.257268 2.528712 -1.581733
H7 0.702670 1.061326 0.476340
C1 0.318410 -0.197671 0.681805
C2 -0.905507 -0.064826 1.554449
N1 0.935968 -1.065900 -1.541779
H8 0.404211 1.185705 -2.099987
C3 -0.125740 1.052577 -1.139842
N2 -1.227271 1.725415 -0.948494
N3 0.044377 -0.310126 -0.720231
H9 -1.593011 -0.901965 1.387240

Forces on the atoms, in the same order (eV/Å):
H 0.2 0.3 0.0
H 0.0 0.1 0.2
O 0.0 0.2 0.2
H -0.4 0.4 -0.1
H 0.2 0.1 -0.2
H 0.1 -0.3 -0.1
H 0.4 0.0 0.4
H 0.7 -3.0 2.9
C 1.1 3.7 0.3
C -0.3 -0.2 0.2
N 0.1 0.6 0.1
H 0.6 0.5 0.6
C -3.5 -1.2 -4.2
N 2.0 -1.0 0.5
N -1.2 -0.1 -0.8
H 0.0 0.0 -0.1

- Which value of charge does entry 6 give?
  +1

- Which of these has the highest strongest force on any atom?
  number 12

- What is the formula in the seventh record?
  C3H9N3